ORCA calculation (ωB97M-V/def2-TZVPD) on a structure of composition C30H43AuN4O2.

Cartesian coordinates (Å):
Au -0.16 -0.85 -0.58
C -0.89 -4.92 -2.24
C -0.33 -3.60 -1.81
N -1.00 -2.80 -1.06
O -2.29 -3.26 -0.72
C 1.00 -3.22 -2.25
C 1.85 -4.11 -3.09
N 1.41 -2.03 -1.86
O 2.57 -1.62 -2.16
H -1.62 -5.30 -1.53
H -0.08 -5.65 -2.36
H -1.39 -4.81 -3.21
H -2.61 -2.56 -0.14
H 1.33 -4.47 -3.98
H 2.20 -4.99 -2.55
H 2.72 -3.54 -3.40
C 2.40 -2.91 1.10
C 2.99 -1.73 1.88
C 3.44 -0.61 0.94
C 2.06 -1.32 3.01
C 2.34 -1.81 4.28
C 1.52 -1.56 5.37
C 0.37 -0.82 5.19
C 0.03 -0.30 3.94
C -1.29 0.43 3.78
C -1.33 1.73 4.58
C -2.46 -0.48 4.16
C 0.91 -0.54 2.88
N 0.58 0.04 1.61
C 0.73 1.30 1.51
C 0.32 2.00 0.27
N -0.20 1.35 -0.70
C -0.73 2.11 -1.80
C -1.86 2.89 -1.58
C -2.34 3.63 -2.65
C -1.73 3.58 -3.89
C -0.63 2.77 -4.08
C -0.10 2.01 -3.04
C 1.13 1.15 -3.25
C 2.36 2.03 -3.46
C 0.94 0.17 -4.40
C -2.63 2.90 -0.26
C -4.05 2.38 -0.46
C -2.63 4.29 0.38
H 3.08 -3.21 0.30
H 1.45 -2.65 0.64
H 2.24 -3.76 1.76
H 3.89 -2.10 2.38
H 2.66 -0.30 0.25
H 4.26 -0.97 0.31
H 3.80 0.26 1.50
H 3.24 -2.40 4.42
H 1.77 -1.95 6.34
H -0.30 -0.64 6.03
H -1.43 0.68 2.73
H -1.25 1.53 5.65
H -2.27 2.26 4.41
H -0.51 2.39 4.31
H -2.43 -0.75 5.22
H -2.44 -1.41 3.58
H -3.41 0.02 3.97
H 1.13 1.91 2.32
H 0.41 3.08 0.24
H -3.22 4.25 -2.51
H -2.12 4.17 -4.71
H -0.16 2.72 -5.05
H 1.31 0.56 -2.36
H 2.28 2.63 -4.37
H 3.24 1.39 -3.55
H 2.51 2.71 -2.62
H 0.86 0.68 -5.36
H 0.05 -0.44 -4.26
H 1.81 -0.49 -4.44
H -2.14 2.22 0.43
H -4.63 3.04 -1.11
H -4.57 2.33 0.50
H -4.05 1.39 -0.91
H -3.14 5.01 -0.26
H -1.62 4.66 0.54
H -3.15 4.27 1.34

Calculated values
**Net charge**: 0
**E_tot**: -1674.012796 a.u.
**Frontier orbital gap (spin up / spin down)**: 6.010 / 6.009 eV
**Spin multiplicity**: 1

Atom charges from the Mulliken analysis, given in e for atoms 1 to 2: Au 0.309; C -1.599